Entry 1:
A cluster of 4 separate species, C30H50FN3O9 in total in a non-equilibrium geometry. Source: the Open Molecules 2025 dataset; level of theory: ωB97M-V/def2-TZVPD.

Its SMILES is CCCCCCCN1C(=O)c2c(C[C@H](O)CN)cc(N)c(F)c2C1=O.CCOC(C)=O.CCOC(C)=O.CCOC(C)=O. As for the largest force on an atom: 8.84 eV Å⁻¹. The value obtained for the total energy is -57520.4313 eV. The calculation puts the gap between HOMO and LUMO at 7.458 eV. As for the spin multiplicity: 1.

CARTESIAN COORDINATES (ANGSTROEM)
F 1.02754 -1.87748 5.98546
O -4.29083 3.93426 -4.94696
O 3.52051 -5.27672 -1.50366
O 1.85284 -1.78777 -0.36659
O -2.70781 -2.55750 0.50300
O 4.88129 -5.64492 0.23682
O 0.79862 3.81965 2.80950
O -2.26942 -1.03353 5.17550
O -5.11874 4.20788 -2.88389
O 1.89135 5.64128 2.09943
N 3.52855 -3.31686 4.58627
N -2.38714 -1.13852 2.57968
N -0.65491 -1.44888 -1.55530
C -1.96384 0.29163 2.29589
C -1.35709 3.99980 -1.44012
C 5.54639 -6.41039 -2.00149
C 3.11914 4.19400 3.52603
C -2.75935 0.96056 0.98569
C -5.31827 3.95578 -4.07095
C 1.90505 4.59051 2.73832
C 2.24855 -3.11330 3.80237
C 5.97430 -6.33047 0.87676
C -1.78763 -1.37906 3.97871
C 0.97389 -2.34258 4.55152
C 2.14583 -3.65478 2.24645
C -0.46766 -2.64691 2.05821
C 0.76404 -3.44555 1.32811
C -0.37199 -2.11927 3.60816
C 0.56899 2.54425 4.87001
C 0.76228 2.49279 3.36831
C -2.55608 2.61213 1.15751
C -0.72637 2.52568 -1.91517
C 1.38792 -2.91836 -1.20703
C 0.25728 -2.40371 -2.30755
C -2.97549 3.77410 -1.32157
C -6.71498 3.76106 -4.58378
C -1.95773 -2.19273 1.54738
C 7.26776 -5.55990 0.70863
C -4.86995 4.57849 -7.22175
C -3.53866 3.49449 0.18896
C 4.56404 -5.76238 -1.07048
C -4.38705 3.47135 -6.30734
C 0.61579 -3.98004 -0.21504
H 1.39978 3.05381 5.36638
H 0.75715 -1.90574 -3.25688
H -6.77343 3.13084 -5.46865
H -3.37494 3.17655 -6.60526
H -1.64487 -1.48296 -1.92751
H 3.05860 -4.19477 1.74665
H -0.50679 -4.16754 -0.48744
H 3.21801 3.11999 3.66853
H -2.30959 0.57970 -0.03721
H 5.72434 -6.38278 1.94204
H -5.00271 2.56874 -6.37366
H -1.57320 1.68859 -1.99340
H -7.30119 3.25518 -3.81084
H -3.33607 2.96652 -2.11591
H -0.84253 4.35679 -0.44226
H 3.81865 -2.33475 4.87607
H 2.78340 -1.54090 -0.64615
H -1.04418 4.79858 -2.26356
H 0.48620 1.53461 5.28340
H 4.98962 -6.92466 -2.79050
H -3.47962 4.79504 -1.68110
H 4.00940 4.51087 2.97463
H -4.88858 4.23954 -8.26189
H -0.33883 3.10326 5.12052
H 1.19072 -5.00103 -0.30057
H 6.16700 -7.16736 -1.52670
H -3.85341 4.52629 0.67018
H 6.17822 -5.64054 -2.44951
H -4.54889 2.87820 0.06847
H -2.91146 2.83234 2.27592
H -2.27647 0.95244 3.22482
H 7.15985 -4.54109 1.09562
H -0.27579 -0.47592 -1.56251
H 0.02696 2.10763 -1.09020
H -0.09806 1.98987 2.91341
H 7.54900 -5.46877 -0.34439
H -0.37779 -3.37375 -2.58648
H 2.31293 -3.43039 -1.75807
H -0.79920 0.42301 2.17230
H 3.09804 4.69625 4.49551
H -4.21247 5.45116 -7.14712
H 4.24938 -3.57640 3.86278
H 1.64592 1.91738 3.07466
H -7.15992 4.73616 -4.79305
H -0.24078 2.58787 -2.98637
H -3.91252 0.70524 1.03300
H 6.04925 -7.36496 0.52696
H -5.87413 4.91650 -6.95043
H 8.08425 -6.05491 1.24290
H -1.42019 2.92218 1.12886

Forces on the atoms, in the same order (eV/Å):
F 0.03 -1.53 -4.80
O 0.34 -0.18 0.40
O 1.83 -0.84 1.25
O 1.17 -0.72 -1.76
O 4.94 2.38 6.89
O -0.66 0.05 0.04
O -0.06 0.21 -0.55
O 3.00 -2.01 -8.06
O -0.68 -0.39 -2.91
O -0.33 -2.09 1.08
N -1.24 1.98 -2.47
N 0.50 -0.19 1.29
N -0.11 -0.33 -1.34
C -0.84 1.74 -1.07
C 0.37 -1.11 -0.53
C -0.07 -0.70 -0.18
C 0.58 -0.37 -0.27
C 0.61 0.66 0.52
C -0.01 0.61 1.77
C -0.08 1.70 -0.78
C -2.25 0.45 -1.25
C 0.29 0.00 0.01
C -0.13 0.03 3.22
C -0.92 -1.03 -3.38
C -3.64 1.95 1.36
C 2.29 -0.58 1.90
C -0.34 1.08 3.83
C 2.32 -1.39 -0.35
C 0.05 0.11 0.20
C 0.01 0.00 0.27
C -0.87 -0.31 1.05
C -0.01 -0.46 0.47
C -0.54 -0.16 -0.82
C 0.19 -0.28 0.73
C 0.01 1.83 -0.38
C -0.35 -0.67 -0.01
C -1.21 -0.88 -2.97
C 0.12 0.16 -0.18
C -0.16 0.23 -0.01
C -0.34 -0.57 -0.48
C -1.20 0.76 -0.79
C -0.10 0.11 -0.12
C 1.12 -0.10 1.04
H -0.02 -0.14 -0.06
H -0.92 -1.19 1.80
H 0.01 0.19 -0.14
H -0.12 0.10 0.35
H 1.81 0.26 0.54
H -1.89 1.18 1.18
H 2.17 0.72 0.67
H -0.13 0.01 0.21
H -0.91 0.68 2.16
H -0.23 0.10 -0.28
H -0.03 0.16 0.08
H 1.68 1.98 0.18
H 0.13 0.33 -0.01
H 0.98 1.70 1.97
H -1.19 -0.78 -1.92
H -0.50 -1.64 -0.12
H -1.75 -0.58 0.36
H -1.00 -1.70 1.72
H -0.02 0.08 -0.06
H 0.05 0.35 0.07
H 1.17 -2.49 0.94
H -0.25 0.19 0.17
H 0.02 0.03 0.12
H 0.07 -0.16 -0.12
H -1.12 1.95 0.30
H 0.15 0.18 0.05
H 0.95 -2.15 -0.80
H -0.05 -0.07 0.05
H 2.06 1.32 0.33
H 0.77 -0.40 -2.31
H 0.54 -1.59 -1.78
H -0.01 -0.20 0.04
H -0.59 -1.26 -0.16
H -1.31 0.95 -1.99
H 0.27 0.49 -0.01
H 0.01 -0.11 0.12
H 1.47 2.22 0.29
H -2.20 1.05 1.36
H -2.17 -0.66 0.01
H -0.01 -0.06 -0.09
H -0.01 -0.21 -0.03
H -0.97 0.16 1.01
H -0.01 0.14 0.05
H 0.05 -0.09 0.01
H -0.70 -0.13 2.29
H 2.47 0.45 -0.01
H -0.04 0.18 -0.08
H 0.07 -0.13 -0.08
H -0.12 0.06 -0.05
H -2.27 -0.62 -0.23

---

Entry 2:
An isolated molecule of C20H17Cl2NO2S in a non-equilibrium geometry. Source: the Open Molecules 2025 dataset; level of theory: ωB97M-V/def2-TZVPD.

Its SMILES is Cc1ccc(S(=O)(=O)NC(c2ccc(Cl)cc2)c2ccc(Cl)cc2)cc1. As for the largest force on an atom: 3.42 eV Å⁻¹. The value obtained for the total energy is -62478.3807 eV. The calculation puts the gap between HOMO and LUMO at 8.777 eV. As for the spin multiplicity: 1.

CARTESIAN COORDINATES (ANGSTROEM)
Cl -5.89426 0.55560 2.26767
Cl 5.32913 0.57309 2.22737
S 0.80440 -1.26599 6.14761
O 2.03893 -0.53862 5.81927
O 0.26075 -1.07734 7.48153
N -0.32240 -1.26823 4.89748
C 2.11236 -4.89180 4.99481
C -3.94418 -1.35673 2.41863
C 0.19005 -5.25272 6.40363
C 3.68442 0.03019 2.11682
C 2.04938 -1.74955 2.37109
C 1.17085 -5.76255 5.54684
C 3.36181 -1.32280 2.21856
C 1.14898 -7.26165 5.19347
C -1.55633 -0.85447 2.60042
C 1.34734 0.54181 2.66503
C 2.06104 -3.53329 5.28811
C 2.66726 0.95024 2.44738
C -4.27099 -0.02321 2.13395
C -0.27643 -1.31510 3.20551
C 1.01308 -0.81784 2.67036
C -3.21870 0.90204 2.22760
C -2.63510 -1.77957 2.57228
C -1.86904 0.48283 2.28026
C 0.12126 -3.88962 6.65626
C 1.07757 -3.02750 6.11487
H -4.76873 -2.04480 2.43340
H -3.43113 1.95566 2.15886
H 1.96826 -7.45006 4.47036
H 0.55449 1.26608 2.86052
H 1.32689 -7.82406 6.13620
H -0.27127 -2.33480 3.40874
H 4.18552 -2.02257 2.09634
H 2.78173 -2.86894 4.88687
H 2.88623 1.99444 2.48256
H -0.64726 -3.49962 7.28317
H -2.44313 -2.85208 2.68931
H 1.84611 -2.83808 2.23027
H 2.88430 -5.30456 4.36207
H -0.57853 -0.29456 4.93996
H 0.14191 -7.50995 4.77747
H -0.48818 -5.94811 6.87428
H -1.07940 1.20441 2.05396

Forces on the atoms, in the same order (eV/Å):
Cl -0.04 -0.19 -0.40
Cl -0.05 -0.14 -0.50
S 2.89 -1.77 0.42
O -1.85 -0.78 0.05
O -0.74 0.89 -1.60
N -1.14 2.90 -0.09
C -0.45 -0.33 0.50
C -0.54 0.20 -1.27
C 0.57 0.36 -0.20
C -1.46 0.34 2.42
C -0.60 -0.04 0.03
C -0.13 -0.50 -0.35
C 0.58 0.09 -1.15
C 0.13 0.92 0.38
C -1.51 0.06 0.60
C 0.31 -0.46 -0.06
C -0.10 -0.50 0.22
C -0.28 -0.52 -1.00
C 1.79 0.33 2.37
C 1.28 -0.27 1.16
C 1.58 -0.39 -0.06
C 0.45 -0.52 -1.37
C 0.43 0.37 0.32
C -0.55 -0.26 0.30
C 0.46 -0.23 -0.01
C -0.24 -0.27 -0.82
H -0.05 -0.46 0.07
H -0.03 0.18 -0.19
H -0.67 -0.24 0.38
H 0.70 -0.05 0.24
H -0.16 0.06 -0.76
H 0.06 -2.25 -1.69
H -0.31 -0.14 -0.04
H 0.59 0.57 -0.40
H 0.23 0.50 0.06
H -0.42 0.28 0.34
H -0.02 0.49 0.29
H 0.01 1.02 0.58
H 0.11 0.12 -0.13
H -1.00 0.78 0.56
H 0.95 -0.05 0.25
H -0.27 0.07 0.02
H -0.49 -0.15 0.56

---

Entry 3:
A structure of composition C20H22HgN6OS2Se. Source: the Open Molecules 2025 dataset; level of theory: ωB97M-V/def2-TZVPD.

As for the charge: +1. As for the largest force on an atom: 0.12 eV Å⁻¹. The energy relative to the best compared isomer or geometry (same formula, charge and spin) is 0.3 kcal per mole. The value obtained for the total energy is -123269.7286 eV. The expectation value of S² is 0.754. The calculation puts the gap between HOMO and LUMO (alpha / beta) at 5.964 / 7.456 eV. As for the spin multiplicity: 2.

CARTESIAN COORDINATES (ANGSTROEM)
Hg -1.96067 -0.46065 0.18540
Se -5.29796 3.49711 1.50885
S -2.18487 -1.87076 -2.04101
S 1.80356 0.29199 -0.99452
O 0.47243 -0.30952 -0.64338
N -4.17703 2.30146 0.82773
N -1.84011 2.05168 0.68673
N -4.47884 -0.47264 -2.27442
N -3.88360 0.64255 -1.70040
N -4.02422 4.57509 2.08708
N -4.45043 -2.56341 -3.16119
C 3.86213 -4.11679 -1.24070
C -2.87904 4.01104 1.76441
C 2.79663 1.71775 2.01840
C -0.69089 2.58875 0.97210
C 2.87866 -0.18802 0.38110
C 2.35783 0.45322 1.63365
C 1.45040 -2.98678 -2.02133
C 1.50771 -4.32621 -1.66864
C -2.96210 2.74815 1.06966
C 2.52290 -0.74306 -2.30969
C -3.79224 -1.60448 -2.49941
C 2.29030 2.31799 3.16172
C 2.71207 -4.89253 -1.27535
C 1.39260 -0.19425 2.39837
C 3.80367 -2.77582 -1.58864
C 0.87965 0.40954 3.53787
C 1.33045 1.66413 3.92352
C -0.51392 3.84992 1.63173
C 2.59753 -2.19962 -1.97755
C -1.58864 4.56117 2.03701
H 3.55129 2.22729 1.42986
H 0.49495 4.19659 1.80072
H 2.75697 -5.93901 -1.00464
H -5.43423 -0.40792 -2.59673
H 2.65497 3.29082 3.46619
H 0.13655 -0.10664 4.13168
H 2.83161 -1.27636 0.42906
H -3.73094 1.37031 -2.38839
H 1.87969 -0.54526 -3.16854
H -4.41156 0.99641 -0.91267
H -3.99002 -3.44392 -3.31066
H 0.61062 -4.93028 -1.70649
H 0.94271 2.12801 4.82115
H 0.18865 2.02096 0.68827
H 4.70553 -2.17421 -1.56716
H 3.89713 0.12464 0.14490
H 3.50317 -0.30733 -2.51557
H 4.80621 -4.55676 -0.94809
H -5.37738 -2.43415 -3.53122
H -1.51008 5.51139 2.54718
H 1.04643 -1.17596 2.09864
H 0.51378 -2.54564 -2.33660

Forces on the atoms, in the same order (eV/Å):
Hg 0.00 0.02 0.01
Se 0.03 0.01 0.00
S -0.04 -0.03 -0.03
S 0.00 0.05 0.05
O -0.02 0.03 -0.12
N -0.04 0.02 0.02
N -0.01 0.02 0.05
N -0.01 0.05 0.05
N 0.07 -0.03 -0.09
N -0.05 -0.04 -0.01
N 0.00 -0.01 0.01
C 0.00 -0.01 0.00
C 0.01 0.02 -0.01
C 0.01 -0.01 0.00
C 0.00 0.00 0.00
C -0.01 -0.10 0.03
C 0.03 0.04 -0.02
C 0.00 0.01 0.00
C 0.00 0.00 0.00
C 0.06 0.00 -0.01
C 0.03 -0.02 -0.02
C 0.01 -0.03 -0.04
C 0.00 -0.01 0.02
C 0.00 0.00 0.00
C -0.02 -0.01 0.01
C 0.00 0.00 0.00
C 0.00 -0.01 -0.01
C -0.01 0.04 -0.01
C -0.01 0.00 -0.01
C -0.01 0.00 0.00
C 0.01 0.00 0.00
H 0.01 -0.01 0.00
H 0.00 0.01 0.01
H 0.00 0.00 0.00
H 0.00 0.00 -0.01
H 0.01 0.00 0.00
H 0.00 0.00 0.00
H 0.03 0.00 0.04
H 0.01 -0.02 -0.01
H -0.02 0.00 0.01
H -0.07 0.00 0.10
H -0.01 0.00 0.01
H 0.00 0.00 0.00
H 0.00 0.00 0.00
H 0.00 -0.02 0.01
H 0.00 0.00 0.00
H -0.01 0.03 -0.03
H 0.00 0.00 0.01
H 0.00 0.00 0.00
H 0.00 0.00 -0.01
H 0.00 0.00 0.00
H 0.01 0.00 0.00
H 0.02 -0.01 0.00

---

Entry 4:
An isolated molecule of C5H14N2O2 in a non-equilibrium geometry. Source: the Open Molecules 2025 dataset; level of theory: ωB97M-V/def2-TZVPD.

Its SMILES is C[C@H](O)ON(C)N(C)C. As for the largest force on an atom: 1.25 eV Å⁻¹. The energy relative to the best compared isomer or geometry (same formula, charge and spin) is 88.3 kcal per mole. The value obtained for the total energy is -12484.4994 eV. The calculation puts the gap between HOMO and LUMO at 9.504 eV. As for the spin multiplicity: 1.

CARTESIAN COORDINATES (ANGSTROEM)
O 0.57038 -1.06764 0.16317
O 2.41668 -1.00928 1.51160
N -0.82574 0.72376 0.43747
N -0.34587 -0.20286 -0.50733
C 2.68032 -0.34262 -0.82053
C -1.77706 0.23596 1.41768
C -1.33266 -1.05445 -1.15008
C 1.83786 -0.35006 0.44784
C -1.22131 1.95793 -0.19870
H 2.10416 0.12750 -1.61376
H -1.27253 2.74164 0.56470
H -1.82805 0.95695 2.23394
H 1.62085 0.66872 0.78793
H -2.78733 0.10135 1.00995
H -0.82717 -1.58249 -1.95507
H 2.45180 -1.94906 1.29228
H -1.41444 -0.71118 1.81329
H -1.77825 -1.79162 -0.46956
H -2.20385 1.89454 -0.68825
H 3.60221 0.20247 -0.64398
H -2.10534 -0.41331 -1.56841
H 2.91110 -1.35983 -1.12352
H -0.47576 2.22359 -0.94065

Forces on the atoms, in the same order (eV/Å):
O 0.56 0.64 0.38
O 0.07 -0.28 0.20
N 0.02 -0.05 0.08
N 0.49 0.46 -0.10
C -0.38 -0.01 0.38
C 0.06 -0.11 -0.10
C 0.21 -0.23 0.34
C -0.85 -0.26 -0.89
C -0.03 0.03 0.18
H 0.04 0.10 -0.08
H -0.03 -0.06 -0.14
H -0.02 -0.03 0.00
H -0.19 -0.28 -0.09
H -0.08 -0.02 -0.01
H -0.06 -0.03 -0.04
H 0.09 0.04 0.02
H -0.03 0.00 0.05
H -0.02 0.08 -0.02
H -0.05 0.02 -0.05
H 0.12 0.09 -0.05
H -0.05 0.02 -0.01
H 0.07 -0.18 0.00
H 0.07 0.07 -0.06

---

Question: The highest largest force on an atom belongs to which entry?
Answer: C30H50FN3O9